Molecular formula: C28H71BBrI2N5O9
Method: DFT, ωB97M-V/def2-TZVPD

Properties
ΔE to the lowest compared entry with this formula, charge and spin (kJ/mol): 0.0
Multiplicity: 1

Positions of all 117 atoms, in Å:
C  -3.386  -6.102  1.871
C  -2.808  -5.145  0.831
C  -2.110  -3.959  1.476
I  -3.492  -2.519  2.251
C  -0.999  -3.317  0.619
C  -1.392  -3.160  -0.839
O  -2.699  -2.604  -0.964
C  -2.730  -1.359  -1.545
Br  -1.845  0.047  -0.493
O  0.085  -4.237  0.654
C  1.339  -3.735  0.993
I  1.934  -1.944  -0.079
C  1.490  -3.587  2.504
B  0.667  -2.444  3.242
O  -0.193  -2.794  4.271
O  0.728  -1.121  2.898
H  -2.589  -6.407  2.550
H  -3.814  -6.986  1.407
H  -4.135  -5.605  2.486
H  -2.061  -5.702  0.263
H  -3.593  -4.818  0.152
H  -1.595  -4.322  2.363
H  -0.753  -2.358  1.074
H  -0.678  -2.561  -1.401
H  -1.400  -4.151  -1.291
H  -3.766  -1.051  -1.618
H  -2.244  -1.353  -2.519
H  2.066  -4.451  0.628
H  2.557  -3.465  2.713
H  1.197  -4.553  2.918
H  0.231  -3.354  4.921
H  -0.150  -0.728  2.931
C  -4.885  -5.146  -5.256
C  -4.156  -4.007  -4.551
C  -2.645  -3.972  -4.817
O  -1.896  -4.933  -4.101
C  -1.863  -6.229  -4.669
N  -4.455  -4.066  -3.121
H  -4.721  -6.099  -4.754
H  -5.959  -4.959  -5.249
H  -4.564  -5.242  -6.295
H  -4.560  -3.067  -4.941
H  -2.262  -3.005  -4.476
H  -2.430  -4.043  -5.892
H  -1.861  -6.184  -5.762
H  -2.704  -6.840  -4.333
H  -0.941  -6.706  -4.338
H  -4.058  -3.254  -2.659
H  -3.935  -4.850  -2.734
C  3.078  3.925  0.805
C  2.977  2.599  1.549
C  4.333  1.913  1.753
O  4.869  1.292  0.600
C  5.547  2.157  -0.289
N  2.011  1.728  0.874
H  3.224  3.777  -0.267
H  2.158  4.498  0.924
H  3.907  4.528  1.179
H  2.584  2.810  2.549
H  4.203  1.108  2.482
H  5.065  2.618  2.171
H  6.065  2.957  0.250
H  4.868  2.603  -1.020
H  6.283  1.560  -0.828
H  1.865  0.889  1.431
H  2.446  1.391  0.020
C  6.661  5.357  3.399
C  7.264  5.616  2.022
C  8.446  6.594  2.036
O  8.087  7.952  2.184
C  7.856  8.382  3.512
N  6.197  6.041  1.112
H  6.038  6.188  3.728
H  6.025  4.472  3.369
H  7.437  5.191  4.148
H  7.656  4.663  1.651
H  8.948  6.533  1.067
H  9.181  6.310  2.801
H  8.521  7.874  4.216
H  6.818  8.222  3.816
H  8.059  9.452  3.548
H  6.571  6.108  0.170
H  5.949  6.997  1.352
C  1.566  10.112  -0.821
C  1.748  9.640  0.618
C  3.073  8.909  0.872
O  3.124  7.581  0.391
C  3.421  7.450  -0.986
N  0.584  8.840  1.007
H  1.298  9.289  -1.484
H  0.761  10.843  -0.874
H  2.476  10.578  -1.204
H  1.762  10.530  1.255
H  3.210  8.827  1.954
H  3.922  9.487  0.481
H  4.113  8.227  -1.326
H  2.508  7.483  -1.585
H  3.889  6.476  -1.129
H  0.637  8.622  1.997
H  0.654  7.938  0.543
C  -7.336  -8.123  -0.731
C  -6.946  -6.669  -0.478
C  -8.126  -5.768  -0.094
O  -8.969  -5.402  -1.168
C  -9.951  -6.353  -1.524
N  -6.208  -6.162  -1.636
H  -7.814  -8.248  -1.702
H  -6.447  -8.754  -0.726
H  -8.019  -8.492  0.037
H  -6.261  -6.658  0.377
H  -7.723  -4.828  0.290
H  -8.720  -6.221  0.713
H  -10.325  -6.889  -0.646
H  -9.573  -7.076  -2.252
H  -10.778  -5.812  -1.982
H  -5.847  -5.233  -1.438
H  -6.873  -6.001  -2.387

Atoms 1-3, force components in eV/Å:
0.21 0.37 0.15
-0.21 -0.29 0.27
0.36 -0.25 -0.10


Molecular formula: C28H71BN13O17
Method: DFT, ωB97M-V/def2-TZVPD

Properties
Net charge: -1
E (eV): -85046.5198
Multiplicity: 1

Positions of all 130 atoms, in Å:
O  -0.540  1.418  -0.943
C  -0.307  0.809  0.094
O  0.757  0.744  0.763
B  0.584  0.155  2.117
O  -0.784  -0.370  2.080
C  -1.358  -0.011  0.920
O  -2.581  -0.144  0.568
O  0.755  1.193  3.147
C  1.649  0.758  3.938
O  2.152  1.276  4.899
C  2.080  -0.626  3.509
O  1.528  -0.917  2.366
O  3.012  -1.305  4.020
C  -1.380  0.563  8.003
C  -1.022  -0.897  7.699
C  -1.417  -1.854  8.901
O  -0.771  -1.684  10.136
C  0.595  -1.505  10.258
N  -1.797  -1.245  6.493
H  -2.459  0.709  8.054
H  -0.986  1.224  7.231
H  -1.016  0.963  8.949
H  0.058  -0.981  7.573
H  -1.090  -2.846  8.591
H  -2.503  -1.825  8.990
H  0.647  -1.283  11.323
H  0.916  -0.614  9.718
H  1.186  -2.381  9.993
H  -1.624  -0.753  5.628
H  -1.884  -2.233  6.303
C  -2.347  4.526  4.219
C  -2.759  4.172  2.721
C  -4.109  4.799  2.280
O  -5.311  4.345  2.761
C  -5.813  3.150  2.182
N  -1.708  4.485  1.804
H  -3.114  4.326  4.967
H  -2.131  5.594  4.186
H  -1.396  4.132  4.580
H  -2.988  3.123  2.531
H  -4.324  4.813  1.212
H  -4.124  5.865  2.505
H  -6.101  3.133  1.131
H  -6.684  2.948  2.805
H  -5.051  2.408  2.419
H  -0.865  4.038  2.132
H  -1.903  3.968  0.959
C  -0.796  4.579  -5.707
C  -1.169  3.241  -6.489
C  -0.962  3.380  -8.021
O  -1.947  4.387  -8.609
C  -3.226  3.897  -8.837
N  -0.294  2.217  -5.915
H  0.242  4.847  -5.902
H  -0.823  4.571  -4.618
H  -1.483  5.410  -5.864
H  -2.232  3.076  -6.312
H  -0.916  2.392  -8.477
H  0.025  3.766  -8.277
H  -3.176  2.820  -8.993
H  -3.603  4.314  -9.770
H  -3.964  3.965  -8.038
H  -0.401  2.490  -4.948
H  0.634  2.546  -6.142
C  4.282  -5.390  1.161
C  2.780  -5.379  1.588
C  1.815  -6.497  1.021
O  1.830  -6.526  -0.375
C  1.429  -5.319  -1.089
N  2.740  -5.363  3.100
H  4.513  -5.126  0.128
H  4.516  -6.435  1.364
H  4.892  -4.818  1.861
H  2.257  -4.453  1.353
H  0.804  -6.257  1.348
H  2.129  -7.407  1.531
H  0.372  -5.071  -0.998
H  1.623  -5.442  -2.154
H  1.924  -4.412  -0.741
H  1.777  -5.205  3.362
H  3.253  -4.561  3.438
C  8.839  0.452  0.116
C  8.849  -1.047  0.332
C  7.423  -1.620  0.423
O  6.682  -1.300  -0.750
C  5.283  -1.056  -0.447
N  9.507  -1.726  -0.794
H  8.563  1.009  1.012
H  8.252  0.904  -0.683
H  9.902  0.670  0.015
H  9.396  -1.124  1.272
H  6.956  -1.313  1.359
H  7.548  -2.697  0.536
H  5.194  -0.043  -0.054
H  4.927  -1.807  0.258
H  4.763  -1.274  -1.379
H  9.302  -2.715  -0.825
H  8.890  -1.546  -1.573
C  -1.634  -2.302  -5.908
O  -2.284  -3.331  -6.075
N  -0.603  -1.960  -6.706
N  -1.846  -1.411  -5.009
H  -0.376  -2.582  -7.469
H  -0.159  -1.092  -6.443
H  -1.277  -0.599  -5.200
H  -2.738  -1.400  -4.535
C  -6.348  -0.096  -3.722
O  -5.740  -1.134  -3.507
N  -7.175  0.186  -4.674
N  -6.292  0.909  -2.967
H  -7.364  -0.462  -5.425
H  -7.758  1.007  -4.750
H  -7.076  1.545  -2.925
H  -5.699  0.951  -2.150
C  -6.043  -5.069  -1.003
O  -6.613  -6.040  -0.566
N  -6.408  -3.821  -0.827
N  -4.976  -5.141  -1.747
H  -7.229  -3.589  -0.287
H  -5.861  -3.120  -1.307
H  -4.703  -4.262  -2.163
H  -4.555  -6.026  -1.991
C  3.738  4.700  -3.335
O  3.620  3.880  -4.228
N  3.336  4.458  -2.096
N  4.096  5.987  -3.340
H  3.052  3.495  -1.987
H  3.238  5.294  -1.538
H  4.309  6.485  -2.488
H  4.574  6.372  -4.142

Atoms 1-3, force components in eV/Å:
0.56 -0.97 1.49
-3.17 0.29 -1.98
3.18 0.50 1.15